No. 1
Molecular formula: C28H30GdNO
Method: DFT, ωB97M-V/def2-TZVPD

```
61
C28H30GdNO ωB97M-V/def2-TZVPD
C -0.02873 2.93860 -0.82204
C 0.77791 1.93841 -1.43318
C -0.06431 0.84359 -1.77916
H 1.83521 2.02502 -1.67155
C -1.39975 1.17371 -1.38736
C -1.37196 2.46963 -0.79777
H -2.28488 0.57581 -1.58889
C 1.83798 1.42843 2.57111
C 2.40719 1.68283 1.28935
C 2.49005 0.44222 0.58694
H 2.76921 2.63912 0.91374
C 1.97543 -0.57311 1.44742
C 1.56961 0.03829 2.67888
H 0.22478 -0.02318 -2.37145
H -2.23030 3.00713 -0.39791
H 0.31358 3.91345 -0.48171
H 1.15182 -0.49878 3.53549
H 2.90847 0.26295 -0.40393
H 1.61308 2.16649 3.33877
Gd -0.01832 0.95222 0.82539
C 1.70987 -2.00557 1.07452
C 1.93323 -2.89475 2.30850
C 2.63886 -2.47241 -0.05417
H 2.94980 -2.73287 2.69523
H 1.80895 -3.94515 2.02622
H 1.20621 -2.67241 3.09741
H 3.68449 -2.29225 0.23485
H 2.43856 -1.95448 -1.00222
H 2.50161 -3.54924 -0.21282
C 0.22158 -2.01612 0.58353
C -0.30512 -3.42677 0.33505
H 0.14803 -1.43674 -0.36521
H -0.44986 -1.56879 1.36078
O 0.20358 -4.40635 0.87689
N -1.35453 -3.63288 -0.51074
C -2.13869 -2.67034 -1.26886
H -1.64084 -4.60224 -0.56747
C -1.55748 -2.38393 -2.63933
C -2.25390 -1.51054 -3.47983
H -3.22666 -1.13647 -3.14800
C -1.70295 -1.11564 -4.69918
H -2.23847 -0.39285 -5.31809
C -0.47297 -1.64535 -5.11282
H -0.04222 -1.33647 -6.06689
C 0.19329 -2.57658 -4.30814
H 1.14095 -3.01457 -4.62831
C -0.35557 -2.95609 -3.07389
H 0.15211 -3.69847 -2.45044
H -2.24423 -1.73032 -0.70020
H -3.14821 -3.09257 -1.38832
C -1.69177 5.24834 3.54046
C -0.39325 5.24948 3.02648
C 0.07951 4.12022 2.31222
C -0.75401 3.03477 2.15510
C -2.04722 3.01111 2.62729
C -2.52428 4.14295 3.34079
H -2.05718 6.11451 4.09553
H 0.26759 6.10960 3.16365
H 1.09522 4.14290 1.90353
H -2.70444 2.15096 2.45912
H -3.54566 4.14153 3.72564
```

## Properties
**Multiplicity**: 8
**ΔE to the lowest compared entry with this formula, charge and spin**: 0.0 kJ/mol
**E**: -1980.55787 a.u.

No. 2
Molecular formula: C28H30IrN5PS2
Method: DFT, ωB97M-V/def2-TZVPD

```
67
C28H30IrN5PS2 ωB97M-V/def2-TZVPD
Ir 0.82705 -0.83859 0.64793
C 3.70222 -1.74567 1.59935
C 2.66387 -2.22772 2.61648
N 1.63976 -1.18599 2.83894
C 2.12626 0.02434 3.53880
C 1.45518 1.27881 2.99803
N 1.41261 1.31063 1.52495
C 2.63445 1.71878 0.81029
C 3.69959 0.64222 0.82963
N 3.14988 -0.73846 0.63874
H 4.06638 -2.60686 1.04385
H 4.56474 -1.31049 2.09782
H 3.16153 -2.51252 3.54479
H 2.14533 -3.10555 2.23774
H 0.86310 -1.59260 3.34775
H 3.20632 0.07726 3.42327
H 1.93723 -0.05322 4.60866
H 1.95770 2.16207 3.40075
H 0.42000 1.30808 3.34276
H 0.69066 1.96408 1.24198
H 3.05804 2.64142 1.21902
H 2.32906 1.92714 -0.21644
H 4.25128 0.66094 1.76463
H 4.42468 0.85727 0.04625
H 3.39667 -1.04072 -0.29600
S -0.26530 -2.92555 0.27508
C -1.51007 -2.51410 1.40114
S -1.45587 -1.02783 2.13836
C -2.60733 -3.40413 1.66052
C -3.63031 -3.03623 2.57380
N -4.44795 -2.71832 3.32606
C -2.68817 -4.65121 0.99026
N -2.72970 -5.66196 0.43036
C -5.05793 -1.10286 -0.62927
C -4.04652 -1.93438 -1.09996
C -2.75170 -1.45361 -1.21731
C -2.45123 -0.13356 -0.86189
C -3.47515 0.70033 -0.41152
C -4.77334 0.21153 -0.29854
P -0.71459 0.36576 -0.95548
C -0.13153 -0.13677 -2.58215
C -0.96209 -0.06788 -3.70041
C -0.46871 -0.42294 -4.94810
C 0.84771 -0.84807 -5.08652
C 1.68277 -0.91856 -3.97978
C 1.18912 -0.55818 -2.73386
C -0.59332 2.16978 -0.85901
C -1.00090 2.83614 0.30627
C -0.87118 4.21280 0.41301
C -0.32670 4.93978 -0.64049
C 0.08502 4.28884 -1.79278
C -0.04330 2.90650 -1.90592
H -6.07100 -1.47753 -0.53918
H -4.27275 -2.95221 -1.39577
H -1.97780 -2.10247 -1.61036
H -3.28530 1.73630 -0.17380
H -5.56415 0.86786 0.04211
H -1.99056 0.25746 -3.59749
H -1.11376 -0.36958 -5.81623
H 1.22508 -1.12619 -6.06340
H 2.70751 -1.25095 -4.09313
H 1.84417 -0.59498 -1.86736
H -1.43094 2.27791 1.13471
H -1.20106 4.72078 1.31135
H -0.23098 6.01586 -0.56157
H 0.50202 4.85675 -2.61561
H 0.27419 2.41105 -2.81608
```

## Properties
**Total charge**: +2
**Multiplicity**: 6
**ΔE to the lowest compared entry with this formula, charge and spin**: 7.3 kJ/mol
**E**: -2600.14845 a.u.